# C6H10N

2 unconnected molecules or ions with the total composition C6H10N at a distorted geometry (ωB97M-V/def2-TZVPD, OMol25).

Cartesian coordinates (Å):
C1 1.79 0.15 -1.15
C2 -2.94 -1.08 0.47
C3 -2.54 0.23 -0.36
C4 -1.61 -0.77 0.01
C5 -0.37 -1.16 0.15
C6 3.23 1.29 0.56
N1 2.57 0.71 -0.49
H1 -3.13 -0.82 1.59
H2 -3.54 -1.69 -0.12
H3 -3.14 0.35 -1.35
H4 -2.64 1.08 0.19
H5 1.48 -0.06 -2.06
H6 0.41 -0.55 -0.33
H7 0.11 -2.10 0.51
H8 4.28 0.99 0.49
H9 3.18 2.46 0.27
H10 2.87 0.94 1.62

- energy above the lowest of the compared OMol25 structures with the same formula, charge and spin (eV) = 4.8094
- maximum force (eV Å⁻¹) = 6.6
- charge = +1
- LUMO level (eV) = -5.2184
- E_tot (a.u.) = -288.906223

natural (NBO) atomic charge list, values in e, 5 entries: C 0.44; C -0.42; C -0.45; C 0.02; C -0.35



# C4H20O6

A molecular structure, C4H20O6 at a distorted geometry (ωB97M-V/def2-TZVPD, OMol25).

Cartesian coordinates (Å):
C1 -2.71 1.76 0.45
O1 -2.93 0.36 0.57
H1 -2.76 2.06 -0.60
H2 -3.51 2.32 0.92
H3 -1.71 1.98 0.81
H4 -2.17 -0.08 0.19
C2 1.45 -0.96 -1.79
O2 0.72 -1.79 -0.96
H5 2.37 -1.41 -2.15
H6 0.90 -0.81 -2.72
H7 1.64 0.04 -1.41
H8 1.07 -1.85 -0.07
O3 -1.54 0.25 2.07
H9 -2.16 0.44 1.37
H10 -1.40 1.09 2.51
O4 -1.01 0.11 -0.23
H11 -1.08 -0.13 -1.16
H12 -0.15 -0.20 0.03
O5 -1.16 -0.28 -2.16
H13 -1.49 0.60 -2.31
H14 -1.34 -0.76 -2.97
C3 2.16 0.28 1.77
C4 1.86 -0.44 0.42
O6 2.13 -1.73 0.58
H15 1.38 1.01 1.96
H16 3.13 0.78 1.78
H17 2.07 -0.46 2.56
H18 2.36 -0.05 -0.46
H19 0.83 -0.36 0.06
H20 3.02 -1.76 0.93

- energy above the lowest of the compared OMol25 structures with the same formula, charge and spin (eV) = 13.0704
- maximum force (eV Å⁻¹) = 12.2
- charge = 0
- LUMO level (eV) = 0.1124
- E_tot (a.u.) = -615.337220

natural (NBO) atomic charge list, values in e, 5 entries: C -0.28; O -0.70; H 0.15; H 0.19; H 0.19



# C41H54ClIrNO4PSi

A molecular structure, C41H54ClIrNO4PSi at a distorted geometry (ωB97M-V/def2-TZVPD, OMol25).

Cartesian coordinates (Å):
Ir1 0.13 -0.58 0.29
Cl1 -0.73 -4.36 6.93
C1 -0.46 -3.26 5.60
C2 0.03 -1.96 5.87
C3 0.23 -1.08 4.85
C4 -0.03 -1.41 3.47
O1 0.19 -0.54 2.58
C5 -0.51 -2.75 3.24
C6 -0.78 -3.25 1.93
O2 -0.72 -2.66 0.86
C7 -0.72 -3.64 4.32
H1 0.24 -1.68 6.89
H2 0.61 -0.09 5.04
H3 -1.08 -4.32 1.91
H4 -1.10 -4.63 4.11
C8 2.02 0.28 -0.32
Si1 2.00 2.02 -0.97
C9 0.68 2.90 0.10
N1 -0.57 2.13 0.16
C10 -1.43 2.46 -0.99
C11 -2.64 3.33 -0.63
C12 -2.27 4.40 0.40
C13 -1.72 3.75 1.68
C14 -1.27 2.31 1.43
C15 3.61 2.96 -0.65
C16 4.03 3.22 0.66
C17 5.21 3.89 0.92
C18 6.01 4.31 -0.13
C19 5.63 4.06 -1.43
C20 4.44 3.38 -1.69
C21 1.66 2.16 -2.82
C22 1.27 3.37 -3.40
C23 1.07 3.47 -4.77
C24 1.25 2.36 -5.59
C25 1.64 1.16 -5.02
C26 1.84 1.06 -3.65
H5 2.55 0.30 0.64
H6 2.56 -0.41 -0.97
H7 0.49 3.93 -0.21
H8 1.11 2.97 1.11
H9 -1.80 1.54 -1.44
H10 -0.82 2.97 -1.74
H11 -3.44 2.70 -0.23
H12 -3.03 3.79 -1.54
H13 -3.15 5.01 0.63
H14 -1.52 5.06 -0.05
H15 -2.47 3.75 2.47
H16 -0.87 4.34 2.05
H17 -2.14 1.65 1.40
H18 -0.63 1.96 2.24
H19 3.41 2.88 1.49
H20 5.51 4.09 1.95
H21 6.94 4.85 0.08
H22 6.25 4.38 -2.26
H23 4.15 3.18 -2.71
H24 1.14 4.25 -2.78
H25 0.77 4.42 -5.21
H26 1.08 2.44 -6.65
H27 1.78 0.29 -5.65
H28 2.14 0.11 -3.22
C27 4.82 -3.01 0.35
P1 3.12 -3.32 0.93
C28 3.12 -2.76 2.65
C29 2.97 -5.13 0.99
O3 2.08 -2.68 0.09
H29 5.54 -3.51 1.00
H30 5.00 -1.94 0.34
H31 4.92 -3.39 -0.67
H32 4.04 -3.04 3.18
H33 2.26 -3.17 3.17
H34 3.02 -1.67 2.63
H35 3.59 -5.58 1.76
H36 3.23 -5.54 0.01
H37 1.92 -5.36 1.18
C30 -3.28 -1.58 2.25
C31 -4.47 -1.20 1.37
C32 -4.93 0.25 1.63
C33 -4.31 -1.46 -0.12
C34 -5.45 -1.84 -0.78
C35 -5.46 -2.09 -2.15
C36 -4.27 -2.03 -2.87
C37 -3.07 -1.68 -2.29
C38 -1.84 -1.80 -3.17
C39 -0.98 -0.55 -3.32
C40 -0.97 -2.99 -2.74
C41 -3.08 -1.26 -0.88
O4 -2.11 -0.64 -0.35
H38 -3.52 -1.38 3.30
H39 -2.39 -1.02 2.00
H40 -3.07 -2.64 2.15
H41 -5.30 -1.85 1.68
H42 -4.09 0.94 1.55
H43 -5.35 0.33 2.63
H44 -5.69 0.54 0.91
H45 -6.37 -1.94 -0.22
H46 -6.38 -2.35 -2.65
H47 -4.28 -2.28 -3.92
H48 -2.23 -2.04 -4.16
H49 -0.44 -0.32 -2.40
H50 -1.57 0.32 -3.61
H51 -0.23 -0.73 -4.10
H52 -0.37 -2.73 -1.87
H53 -0.29 -3.26 -3.55
H54 -1.58 -3.87 -2.49

- energy above the lowest of the compared OMol25 structures with the same formula, charge and spin (eV) = 1.0999
- maximum force (eV Å⁻¹) = 1.1
- ⟨S²⟩ = 6.05
- charge = 0
- LUMO level (alpha / beta) (eV) = 0.4488 / -2.1825
- E_tot (a.u.) = -3145.737589
- spin multiplicity = 5

Mulliken atomic charge list, values in e, 5 entries: Ir 4.15; Cl -0.25; C -0.16; C -0.48; C -0.94



# C4H3AlO6

A molecular structure, C4H3AlO6 at a distorted geometry (ωB97M-V/def2-TZVPD, OMol25).

Cartesian coordinates (Å):
C1 -0.59 -2.05 -1.12
C2 -1.68 -1.30 -0.64
O1 -1.37 -0.11 -0.04
C3 -2.33 0.88 0.35
O2 -3.49 0.58 0.47
O3 -1.68 1.95 0.52
H1 0.24 -2.10 -0.42
H2 -2.70 -1.40 -1.00
H3 -0.88 -2.96 -1.65
O4 0.52 -1.14 -2.43
O5 1.99 0.19 -3.22
O6 1.23 0.58 -1.17
C4 1.27 -0.09 -2.25
Al1 -0.02 1.13 -0.16

- energy above the lowest of the compared OMol25 structures with the same formula, charge and spin (eV) = 0.0000
- maximum force (eV Å⁻¹) = 7.6
- ⟨S²⟩ = 0.80
- charge = +1
- LUMO level (alpha / beta) (eV) = -7.8749 / -7.8598
- E_tot (a.u.) = -847.771586
- spin multiplicity = 2

natural (NBO) atomic charge list, values in e, 5 entries: C -0.26; C 0.17; O -0.70; C 0.95; O -0.47



# C18H54O9

9 unconnected molecules or ions with the total composition C18H54O9 at a distorted geometry (ωB97M-V/def2-TZVPD, OMol25).

Cartesian coordinates (Å):
C1 2.69 2.67 -5.70
C2 3.51 3.52 -6.61
O1 2.65 4.47 -7.26
H1 2.03 1.92 -6.13
H2 2.07 3.33 -5.11
H3 3.34 2.11 -5.02
H4 4.00 2.97 -7.41
H5 4.13 4.16 -5.99
H6 2.16 4.01 -7.95
C3 -0.27 -0.24 1.04
C4 -1.04 -0.49 -0.18
O2 -0.51 0.21 -1.34
H7 -0.58 -0.97 1.79
H8 -0.50 0.75 1.45
H9 0.75 -0.47 0.74
H10 -2.12 -0.33 -0.15
H11 -0.87 -1.51 -0.51
H12 -0.62 -0.34 -2.13
C5 0.79 6.02 4.26
C6 1.44 5.81 2.84
O3 2.32 6.87 2.48
H13 1.63 6.00 4.97
H14 0.14 5.18 4.47
H15 0.11 6.86 4.39
H16 0.61 5.82 2.14
H17 2.01 4.88 2.86
H18 3.25 6.62 2.38
C7 -4.08 5.77 -5.09
C8 -3.55 4.44 -4.59
O4 -2.65 4.74 -3.57
H19 -4.37 6.33 -4.20
H20 -4.82 5.75 -5.89
H21 -3.30 6.34 -5.59
H22 -3.06 3.89 -5.40
H23 -4.46 4.01 -4.17
H24 -2.27 3.92 -3.24
C9 -4.76 -4.88 0.98
C10 -4.82 -5.71 -0.25
O5 -6.12 -6.18 -0.34
H25 -3.80 -4.37 0.97
H26 -4.88 -5.48 1.88
H27 -5.59 -4.18 0.90
H28 -4.12 -6.54 -0.19
H29 -4.75 -5.18 -1.20
H30 -6.21 -6.90 0.29
C11 6.19 -0.36 -0.90
C12 6.80 0.88 -1.61
O6 8.06 1.05 -1.07
H31 6.10 -0.07 0.14
H32 6.82 -1.25 -0.98
H33 5.19 -0.46 -1.33
H34 6.24 1.81 -1.54
H35 6.87 0.77 -2.70
H36 7.93 1.26 -0.14
C13 1.15 -4.17 -4.17
C14 1.29 -2.83 -4.85
O7 0.11 -2.14 -4.82
H37 1.21 -4.09 -3.08
H38 2.05 -4.60 -4.60
H39 0.34 -4.76 -4.60
H40 1.47 -2.97 -5.92
H41 1.96 -2.12 -4.38
H42 -0.36 -2.30 -5.64
C15 -2.47 0.75 6.37
C16 -2.23 0.28 7.78
O8 -1.20 1.00 8.38
H43 -1.52 0.80 5.85
H44 -2.78 1.80 6.36
H45 -3.18 0.09 5.86
H46 -2.11 -0.80 7.89
H47 -3.01 0.52 8.50
H48 -0.36 0.77 7.99
C17 -1.22 -5.33 5.18
C18 -0.64 -6.41 6.14
O9 0.70 -6.68 5.79
H49 -1.24 -5.50 4.10
H50 -0.59 -4.44 5.21
H51 -2.21 -5.14 5.60
H52 -1.20 -7.34 6.18
H53 -0.66 -6.12 7.19
H54 0.95 -7.52 6.19

- energy above the lowest of the compared OMol25 structures with the same formula, charge and spin (eV) = 5.9659
- structure (SMILES) = CCO.CCO.CCO.CCO.CCO.CCO.CCO.CCO.CCO
- maximum force (eV Å⁻¹) = 3.5
- charge = 0
- LUMO level (eV) = 0.2243
- E_tot (a.u.) = -1395.147587

Mulliken atomic charge list, values in e, 5 entries: C -0.88; C -0.24; O -0.53; H 0.31; H 0.28



# C15H14CsN4O2S2

A molecular structure, C15H14CsN4O2S2 at a distorted geometry (ωB97M-V/def2-TZVPD, OMol25).

Cartesian coordinates (Å):
Cs1 0.56 -0.52 0.42
C1 3.52 2.16 -3.59
C2 2.45 1.71 -2.61
N1 1.98 0.52 -2.59
N2 2.56 -0.37 -3.46
C3 2.10 -1.66 -3.58
N3 2.93 -2.42 -4.34
S1 0.73 -2.28 -2.90
C4 1.96 2.68 -1.61
C5 2.61 3.89 -1.39
C6 2.15 4.72 -0.38
C7 1.06 4.33 0.37
C8 0.47 3.11 0.08
N4 0.89 2.32 -0.90
H1 3.40 1.64 -4.54
H2 4.52 1.97 -3.20
H3 3.44 3.22 -3.79
H4 3.54 -0.24 -3.66
H5 3.58 -2.00 -4.99
H6 2.61 -3.36 -4.54
H7 3.49 4.17 -1.95
H8 2.65 5.66 -0.18
H9 0.69 4.94 1.19
H10 -0.36 2.74 0.68
O1 0.96 1.00 2.67
C9 1.20 -0.13 3.17
O2 2.07 -0.92 2.73
C10 0.30 -0.61 4.30
C11 0.91 -0.69 5.56
C12 0.22 -1.07 6.70
C13 -1.12 -1.39 6.58
C14 -1.74 -1.35 5.34
C15 -1.05 -0.98 4.16
S2 -1.98 -1.08 2.67
H11 1.96 -0.44 5.62
H12 0.73 -1.10 7.66
H13 -1.70 -1.68 7.45
H14 -2.78 -1.62 5.24

- energy above the lowest of the compared OMol25 structures with the same formula, charge and spin (eV) = 0.1182
- maximum force (eV Å⁻¹) = 1.1
- charge = -1
- LUMO level (eV) = 1.5133
- E_tot (a.u.) = -1766.097040

Mulliken atomic charge list, values in e, 5 entries: Cs 0.97; C -1.81; C 0.84; N -0.18; N -0.25



Q: Number 1 is which compound?
A: C6H10N